Here is a molecular structure, C21H37Cl2HgN2O4 in a non-equilibrium geometry from OMol25. Energies are from wB97M-V/def2-TZVPD.

The geometry in XYZ format:
```
67
Properties=species:S:1:pos:R:3:forces:R:3
O -2.10108 -0.96090 -1.16439 0.23 0.24 1.89
C -1.39158 -0.98884 -2.28313 0.14 0.09 -0.13
C -0.89808 -2.40721 -2.64302 -0.04 0.80 -0.08
C -0.02404 -3.14167 -1.83726 0.02 -0.55 -0.14
H 0.41645 -2.66812 -0.94876 -0.42 -0.33 -0.35
C 0.32117 -4.45430 -2.21090 -0.19 0.51 -0.23
H 0.97000 -5.05477 -1.56368 -0.17 0.21 -0.28
C -0.13845 -4.97428 -3.43336 -0.19 0.13 0.03
H 0.13280 -5.98445 -3.74443 0.01 0.23 0.11
C -0.96337 -4.19811 -4.26133 0.06 0.02 0.21
H -1.30292 -4.55373 -5.23664 0.14 -0.15 0.30
C -1.36055 -2.92891 -3.84352 0.31 -0.42 -0.08
H -1.99871 -2.28721 -4.45956 0.16 -0.35 0.12
H -2.14589 -0.71249 -3.05743 0.57 0.05 -1.02
C -0.75044 1.49346 -2.58305 -0.27 0.73 -0.31
C -0.25714 0.08877 -2.58245 -0.30 -1.24 0.12
H -0.68201 1.98370 -3.56958 -0.07 -0.18 0.20
H -0.16746 2.11186 -1.88450 -0.27 -0.10 -0.22
H -1.80084 1.51440 -2.25920 0.24 -0.01 -0.04
C 0.97675 -0.26415 -2.98455 -0.22 -0.13 0.38
C 1.87118 0.58021 -3.82996 0.43 0.50 0.09
H 1.38644 -1.24129 -2.69531 -0.48 0.15 -0.63
H 1.92036 0.20220 -4.86203 -0.11 -0.03 0.18
H 2.89775 0.55425 -3.45119 0.10 0.18 -0.10
H 1.54189 1.62624 -3.86940 0.18 -0.22 0.01
Hg 2.21419 1.08537 -0.46586 -0.84 -0.55 0.19
Cl 2.00045 -1.10344 0.34725 0.35 0.21 -0.19
Cl 2.55689 3.20286 -1.33595 0.10 -0.06 0.05
H -2.08581 -4.27424 1.84551 0.10 0.05 -0.03
H -0.48094 -3.41160 3.89881 0.02 0.09 -0.06
C -1.39458 -3.63899 1.27014 -0.29 0.14 0.03
C -0.01286 -2.77350 3.13478 0.09 0.02 -0.13
N -0.93995 -2.50769 2.05623 -0.03 -0.03 0.24
H -1.90677 -3.26489 0.37744 0.15 -0.05 0.05
C -1.49314 -1.27838 1.91865 0.07 0.76 0.12
O -1.12908 -0.26846 2.53136 -0.35 -0.98 -0.13
H 0.28422 -1.82230 3.58135 0.00 -0.17 -0.10
H -2.32592 -1.24535 1.18906 0.44 -0.10 -0.06
H -0.54063 -4.25847 0.96919 -0.13 0.21 -0.03
H 0.86720 -3.30238 2.74964 -0.05 0.16 0.05
H -2.61801 4.78408 1.38130 0.08 0.01 -0.16
H -4.45189 2.83208 1.82580 0.07 -0.09 -0.10
C -2.46939 4.24206 0.43626 -0.20 -0.10 0.13
C -4.09483 2.43276 0.86630 0.30 0.00 -0.10
N -2.71754 2.82374 0.62379 -0.07 0.53 -0.09
H -1.44641 4.38251 0.08606 -0.12 -0.04 0.07
C -1.69363 1.94685 0.60500 1.12 -0.57 -0.12
O -0.49771 2.27039 0.50833 -1.32 -0.08 -0.03
H -4.16794 1.34493 0.87560 0.01 0.07 -0.02
H -2.00734 0.89131 0.65805 0.14 0.34 -0.12
H -3.18237 4.63517 -0.30169 0.18 -0.03 0.10
H -4.73722 2.83358 0.07214 0.06 -0.14 0.08
C 1.35969 2.21058 4.27544 0.01 -0.13 0.04
C 1.58462 2.42078 2.79668 -0.03 0.00 -0.51
O 2.25351 1.31152 2.18142 0.67 0.20 0.37
C 3.64204 1.12610 2.53607 -0.82 -0.24 -0.18
C 4.54784 2.17717 1.92071 0.10 0.25 0.21
H 0.69771 1.34989 4.42217 0.10 0.16 0.02
H 0.89173 3.10779 4.68932 0.01 -0.10 0.09
H 2.30154 2.02998 4.80111 -0.13 0.09 0.10
H 0.62201 2.46434 2.27075 0.38 0.09 0.17
H 2.13690 3.35459 2.58273 -0.12 -0.22 0.13
H 3.73881 1.09047 3.63492 0.10 -0.01 -0.37
H 3.88880 0.13309 2.13654 -0.14 0.21 0.15
H 4.56915 3.07713 2.54187 0.08 0.01 -0.16
H 5.56301 1.77962 1.84851 0.01 0.11 0.03
H 4.22142 2.47432 0.91586 0.05 -0.14 0.22
```
Positions in Å, forces in eV/Å.

The spin multiplicity is 1. For the frontier orbital gap, the calculation gives 6.139 eV. The value obtained for the energy above the lowest of the compared OMol25 structures with the same formula, charge and spin is 60.0 kJ/mol. Its total charge is -1. The calculation puts the HOMO energy at -3.49 eV.



Here is 4 unconnected molecules or ions with the total composition C21H37F5N4O8S4 in a non-equilibrium geometry from OMol25. Energies are from wB97M-V/def2-TZVPD.

The geometry in XYZ format:
```
79
Properties=species:S:1:pos:R:3:forces:R:3
O 4.72304 -5.15379 1.64371 -0.95 1.64 -1.09
C 4.06741 -4.31671 1.05217 1.06 -1.74 1.24
C 2.63450 -4.56007 0.66065 0.14 0.09 -0.31
C 1.81234 -5.21129 1.74300 -0.52 0.06 0.65
C 1.48705 -4.33919 2.96613 0.31 -0.21 -0.44
S 1.17861 -2.58521 2.68874 0.06 0.31 0.20
C -0.26628 -2.47960 1.69112 -0.61 -0.81 -0.29
S -1.09001 -3.77214 1.16485 -0.01 0.03 -0.01
N -0.68459 -1.18220 1.32761 1.05 0.65 0.61
C -0.82553 -0.28670 2.48712 -0.52 0.29 -0.02
C -0.95183 1.20578 2.10802 0.43 -0.13 0.26
O -0.79295 1.47364 0.72487 -0.01 -0.21 0.40
C 0.40761 0.83198 0.35894 -0.24 -0.31 -0.10
C 0.14067 -0.65010 0.22780 -0.22 0.00 -0.66
O 4.68206 -3.13549 0.63393 0.20 -0.41 -0.11
C 4.39988 -2.00209 1.38634 0.23 0.31 0.30
S 4.58120 -2.15860 3.17240 -0.60 -0.02 0.30
S 5.59842 -0.73298 0.76344 0.86 -1.23 -0.43
O 5.69198 -0.87621 -0.65175 -0.72 0.38 -0.34
O 6.80396 -0.80511 1.52230 0.08 0.29 0.45
C 4.79436 0.87112 1.23815 0.13 0.33 0.66
F 4.93481 1.02330 2.56612 -0.08 -0.11 -0.20
F 3.47784 0.81139 0.97430 0.14 -0.14 -0.27
C 5.43343 2.13601 0.54718 -0.39 0.38 -0.38
F 6.11292 2.86116 1.43389 -0.10 -0.33 -0.33
F 4.42652 2.89037 0.06835 0.45 -0.16 0.11
F 6.23217 1.80650 -0.46811 -0.15 0.15 0.42
H 2.68022 -5.26866 -0.16199 0.18 -0.13 -0.26
H 2.14591 -3.68579 0.24849 0.00 0.37 0.06
H 2.30538 -6.10044 2.11866 0.30 -0.14 0.03
H 0.86929 -5.54060 1.33591 -0.14 -0.05 -0.36
H 2.35523 -4.34445 3.61520 0.18 0.28 0.26
H 0.66715 -4.77034 3.52570 -0.30 -0.01 0.03
H -0.03516 -0.38216 3.22913 0.26 -0.11 -0.04
H -1.74473 -0.57569 2.98388 -0.16 -0.20 0.15
H -1.87955 1.60743 2.48688 -0.38 0.11 -0.32
H -0.15227 1.73415 2.62964 0.09 0.21 0.16
H 1.18736 1.01696 1.09878 0.04 0.21 0.14
H 0.72793 1.22320 -0.59742 0.12 0.13 -0.23
H -0.42130 -0.79447 -0.68987 -0.11 -0.14 -0.22
H 1.08712 -1.17873 0.09836 0.16 -0.15 0.20
H 3.39203 -1.65054 1.18147 -0.21 0.26 0.22
H 5.78146 -2.75351 3.23249 0.10 0.11 -0.39
C -2.59364 6.25714 0.18039 0.31 -0.34 0.20
N -2.41816 5.38720 1.33323 0.05 0.23 -0.16
C -1.34545 4.40617 1.32843 -0.10 0.47 0.21
C -3.21121 5.44997 2.41099 -0.13 0.02 0.11
O -3.10297 4.73889 3.39528 0.03 -0.05 0.02
H -2.77938 5.66341 -0.71085 0.00 0.14 0.05
H -1.68631 6.85054 0.03479 -0.07 0.08 -0.07
H -3.43467 6.92812 0.33930 -0.03 -0.03 0.03
H -1.76003 3.41953 1.43941 -0.05 -0.18 -0.06
H -0.67438 4.59812 2.16922 0.05 -0.08 -0.04
H -0.79100 4.46555 0.39653 -0.06 0.02 -0.06
H -3.99633 6.22069 2.32694 0.00 0.01 -0.01
C -3.03772 7.39958 -5.83634 0.16 -0.19 0.08
N -2.87720 6.53286 -4.68508 0.04 0.09 -0.19
C -1.80557 5.55038 -4.67894 -0.12 0.01 0.15
C -3.68852 6.60532 -3.61705 -0.13 0.06 0.04
O -3.59429 5.90160 -2.62937 -0.05 -0.03 -0.21
H -3.22206 6.80255 -6.73136 -0.01 0.07 -0.05
H -2.13445 7.99386 -5.98641 -0.04 0.05 -0.07
H -3.87882 8.07163 -5.68323 -0.02 0.00 0.04
H -2.22003 4.54740 -4.57564 0.06 -0.03 0.00
H -1.13874 5.73122 -3.83555 0.04 -0.05 -0.02
H -1.24382 5.61767 -5.60647 -0.02 0.04 -0.03
H -4.46825 7.37869 -3.71545 0.00 0.00 -0.02
C -2.55179 -7.84941 -2.31895 -0.17 0.20 0.03
N -3.00767 -6.90906 -1.31531 0.03 -0.11 -0.21
C -4.01609 -5.92261 -1.66838 0.08 0.01 0.17
C -2.52891 -6.91306 -0.05812 0.09 -0.07 0.09
O -2.88011 -6.14463 0.81312 -0.11 -0.02 0.06
H -2.11135 -7.31366 -3.16234 0.02 -0.08 -0.04
H -3.39001 -8.44908 -2.67944 0.06 -0.05 -0.06
H -1.80209 -8.51366 -1.89488 0.01 0.00 0.04
H -3.62384 -4.91710 -1.51378 -0.06 0.03 0.00
H -4.89482 -6.04510 -1.03499 -0.03 0.05 -0.02
H -4.29874 -6.04713 -2.71032 0.03 -0.04 -0.02
H -1.76718 -7.69373 0.11411 -0.01 -0.01 -0.03
```
Positions in Å, forces in eV/Å.

The spin multiplicity is 1. For the frontier orbital gap, the calculation gives 8.390 eV. The calculation puts the HOMO energy at -8.47 eV.



Here is 4 unconnected molecules or ions with the total composition C21H37N4O12 in a non-equilibrium geometry from OMol25. Energies are from wB97M-V/def2-TZVPD.

The geometry in XYZ format:
```
74
Properties=species:S:1:pos:R:3:forces:R:3
C 3.23271 -0.45012 -0.76490 -0.02 0.11 0.13
C 2.55679 0.25916 -1.90531 0.12 0.27 -0.09
O 3.11125 0.61654 -2.90264 -0.14 -0.26 -0.05
O 1.22086 0.50165 -1.69150 0.01 -0.60 0.22
C 0.36426 0.10315 -2.77845 -0.04 0.26 0.01
C -1.05260 0.36519 -2.30835 0.24 0.05 0.09
C -1.50203 -0.63160 -1.24091 -0.22 -0.06 0.13
N -2.66278 -1.44684 -1.65765 1.04 0.41 0.60
C -3.27747 -2.03966 -0.56219 -0.08 0.32 -0.42
N -2.56771 -2.46184 0.50230 -1.41 -0.45 0.42
N -4.59007 -2.16011 -0.66072 0.10 -0.42 -0.06
N -2.25545 -2.41856 -2.69002 -0.88 0.38 -0.26
C -2.80443 -1.99127 -3.99972 -0.02 -0.08 0.05
C -2.66202 -3.80276 -2.38583 0.36 0.03 0.23
C -1.55791 -4.66061 -1.84761 0.11 -0.10 -0.32
O -3.77195 -4.18685 -2.61229 -0.14 -0.07 -0.10
H 2.52698 -0.96207 -0.11229 -0.06 0.03 -0.06
H 3.94328 -1.16576 -1.17343 0.05 0.08 -0.01
H 3.79788 0.27417 -0.17361 0.03 -0.02 -0.08
H 0.51508 -0.96724 -2.95169 0.02 0.04 -0.17
H 0.61366 0.66538 -3.67762 0.01 -0.01 0.01
H -1.04729 1.36341 -1.86630 -0.12 0.04 -0.10
H -1.73957 0.38089 -3.15305 -0.01 -0.03 0.02
H -0.68024 -1.28456 -0.93106 0.03 0.03 -0.06
H -1.83417 -0.09141 -0.35518 0.01 0.04 -0.07
H -2.16108 -1.71704 1.11534 0.98 -0.04 -0.46
H -3.18286 -3.01046 1.10323 0.16 0.10 0.19
H -5.06008 -1.54986 -1.31027 0.04 -0.50 -0.49
H -5.10752 -2.91421 -0.23168 -0.10 0.27 0.32
H -3.68968 -1.37233 -3.86753 -0.01 0.00 -0.05
H -3.08637 -2.86191 -4.58723 0.07 -0.01 0.00
H -2.03816 -1.43752 -4.53881 -0.05 0.06 0.02
H -0.63999 -4.44357 -2.39274 0.02 0.06 0.08
H -1.38019 -4.45023 -0.79223 -0.01 0.02 -0.02
H -1.81798 -5.70538 -1.99821 -0.07 -0.01 0.20
C 2.30166 2.16151 3.12144 -0.21 0.25 0.16
C 1.47568 1.41381 2.11111 0.10 0.12 -0.03
C 0.37919 2.19533 1.42468 0.09 0.12 0.00
O -0.56384 1.14322 1.08202 -0.04 0.11 0.12
C -0.38988 0.16000 1.96933 0.11 -0.05 0.07
O -1.11954 -0.80082 2.06264 -0.15 0.05 0.01
O 0.68028 0.34557 2.72405 0.03 -0.05 -0.09
H 1.75291 3.00280 3.54714 -0.08 -0.08 0.04
H 2.60349 1.50281 3.93362 0.10 -0.06 -0.08
H 3.19959 2.53856 2.64081 0.02 0.00 0.06
H 2.11885 0.92739 1.37289 -0.07 -0.05 0.07
H 0.69315 2.71880 0.52745 -0.06 -0.13 -0.10
H -0.11934 2.88930 2.10091 0.04 0.02 0.02
C -5.50770 4.53922 0.55801 0.00 -0.13 0.03
C -4.05070 4.93757 0.56927 -0.12 -0.04 -0.04
C -3.06343 3.93081 0.01248 -0.01 0.06 -0.06
O -1.86593 4.26736 0.72001 -0.01 -0.10 -0.11
C -2.23172 4.81476 1.91096 0.02 -0.02 0.04
O -1.47544 5.01893 2.80307 0.00 -0.07 0.02
O -3.55528 5.06389 1.92124 0.06 0.06 -0.03
H -5.62761 3.45494 0.57880 0.01 0.00 0.08
H -6.01271 4.95101 1.42987 0.00 0.08 -0.04
H -5.99964 4.91997 -0.33560 0.00 0.00 -0.01
H -3.91227 5.90672 0.08369 0.02 0.02 0.05
H -2.89705 4.00904 -1.05887 0.08 0.07 0.02
H -3.34306 2.90574 0.27377 -0.06 0.01 -0.02
C 6.32459 -2.95749 0.62069 -0.15 -0.02 -0.01
C 6.39141 -1.85818 1.65446 0.04 -0.11 -0.03
C 5.54279 -2.03767 2.89618 0.04 -0.03 0.04
O 5.30727 -0.68067 3.29676 -0.06 0.00 -0.03
C 5.37424 0.09258 2.19063 0.14 -0.07 0.10
O 5.06259 1.24075 2.15119 -0.06 -0.07 -0.17
O 5.84142 -0.62016 1.14276 0.04 0.02 0.08
H 5.37967 -3.50071 0.67217 -0.03 0.06 -0.04
H 6.42382 -2.53620 -0.37858 0.10 0.01 0.01
H 7.13285 -3.67070 0.77245 0.00 0.00 0.01
H 7.42785 -1.65324 1.93267 0.00 0.05 -0.02
H 6.02899 -2.58254 3.70009 0.03 0.10 0.05
H 4.57975 -2.49971 2.66390 0.03 -0.05 -0.02
```
Positions in Å, forces in eV/Å.

The spin multiplicity is 1. For the frontier orbital gap, the calculation gives 9.141 eV. Its total charge is +1. The calculation puts the HOMO energy at -12.73 eV.



Here is 2 unconnected molecules or ions with the total composition C21H37N6O2S2 in a non-equilibrium geometry from OMol25. Energies are from wB97M-V/def2-TZVPD.

The geometry in XYZ format:
```
68
Properties=species:S:1:pos:R:3:forces:R:3
N 4.46043 0.97154 2.35649 1.74 1.51 -5.34
C 4.90432 1.33994 1.08110 -1.37 -0.99 4.85
N 4.61779 0.35542 -0.03134 -1.35 1.90 1.72
N 5.65417 2.64813 0.96128 -1.27 -1.94 -1.55
C 5.13259 3.52929 -0.15184 0.76 1.49 -1.26
C 4.12195 4.72918 0.32379 -1.02 0.35 0.09
C 2.54470 4.50983 -0.18603 1.38 -0.60 -0.82
C 2.05442 3.09422 0.47979 -0.15 0.46 1.35
C 0.45101 2.99662 0.80719 -1.72 -1.72 -1.40
C -0.44080 1.96686 -0.15913 -0.90 2.34 3.29
C 0.22126 1.10795 -1.38958 -0.68 -0.58 1.41
S 0.83892 2.23659 -2.79061 3.56 6.11 0.63
O 0.36609 3.70714 -2.51553 0.88 -5.69 -1.02
O 2.39730 2.17321 -2.92369 -5.32 -0.98 0.38
C -2.04372 1.77546 0.13479 1.00 2.68 3.12
C -2.78593 2.57575 1.35779 4.04 -0.70 -1.98
C -1.85926 3.58296 2.27216 0.16 0.63 1.09
N -2.41546 4.36338 3.47068 5.54 -1.37 -3.73
S -0.99821 5.21665 4.05956 -0.11 -2.13 -2.84
N 0.39632 4.82086 3.04382 -5.92 -3.52 -2.07
C -0.24562 3.84645 2.06311 -1.21 -0.62 -0.43
H 4.71474 1.70269 3.05743 0.06 -0.52 -1.11
H 4.28280 0.81235 -0.90766 0.72 -0.15 0.88
H 3.77811 -0.19800 0.31434 1.63 0.81 -0.30
H 6.68006 2.46511 0.89251 -1.31 0.16 -0.17
H 6.08646 4.06416 -0.63066 -2.13 -1.21 1.00
H 4.61027 2.96392 -1.03321 0.99 0.79 1.60
H 4.49914 5.74688 -0.13113 -0.70 -2.02 1.03
H 4.07086 4.80047 1.49065 0.44 -0.08 -2.15
H 2.61842 4.36258 -1.36295 -0.50 0.43 2.53
H 1.85823 5.43359 0.05029 1.40 -1.98 -0.28
H 2.47917 2.20078 -0.16641 -1.33 1.76 1.24
H 2.61494 3.01110 1.53053 -1.36 0.11 -2.16
H 1.13321 0.41696 -1.05738 -1.82 1.76 -0.82
H -0.60838 0.42043 -1.84645 1.46 1.34 0.75
H 0.22880 1.86200 -4.03024 0.57 -0.09 1.44
H -2.64554 1.02157 -0.53306 1.15 1.72 1.44
H -3.92818 2.41726 1.59197 2.68 0.46 -0.52
C -5.18046 -4.02597 -0.59554 -0.23 -0.15 0.06
C -4.71725 -2.95653 0.38258 -0.14 -0.01 0.25
C -3.72511 -1.94098 -0.18956 -0.15 0.08 0.18
C -2.49920 -2.44236 -0.96520 0.18 0.27 0.46
N -1.36854 -3.12603 -0.15665 0.56 0.23 -0.06
C -1.73604 -4.47039 0.47415 -0.03 0.05 -0.04
C -1.60789 -5.46371 -0.65467 -0.46 -0.23 -0.13
C -0.35030 -5.02470 -1.36505 0.82 -0.32 -0.41
C -0.23692 -3.51230 -1.15568 -0.28 -0.03 0.19
C -0.81581 -2.17515 0.89775 -0.30 -0.37 -0.43
H -4.37636 -4.40727 -1.22359 0.01 -0.06 -0.01
H -5.59525 -4.87876 -0.04912 -0.04 0.13 -0.17
H -5.95900 -3.63519 -1.25612 0.11 -0.09 0.01
H -4.31385 -3.41089 1.28976 0.02 -0.02 -0.01
H -5.60597 -2.40973 0.73001 0.32 -0.01 -0.06
H -3.42116 -1.25918 0.61414 0.08 -0.04 -0.19
H -4.29239 -1.31264 -0.89055 0.31 -0.08 -0.09
H -2.02131 -1.55979 -1.41642 0.03 -0.34 0.15
H -2.77026 -3.10639 -1.78502 0.06 -0.15 0.16
H -0.98889 -4.68380 1.24932 -0.11 0.23 -0.19
H -2.71659 -4.44433 0.93514 0.02 0.24 -0.04
H -2.46285 -5.40785 -1.33681 0.03 -0.03 0.22
H -1.54461 -6.49336 -0.29279 -0.06 0.20 0.01
H -0.36936 -5.29006 -2.42790 0.05 0.12 0.24
H 0.52790 -5.52082 -0.92717 -0.25 0.16 -0.14
H -0.37108 -2.95394 -2.08413 -0.06 0.09 0.28
H 0.72741 -3.25534 -0.71242 -0.27 0.17 0.01
H -1.59743 -1.97144 1.63125 0.14 0.05 -0.13
H -0.49262 -1.25808 0.39700 -0.14 -0.09 0.17
H 0.03581 -2.65427 1.39085 -0.21 0.06 -0.17
```
Positions in Å, forces in eV/Å.

The spin multiplicity is 1. For the frontier orbital gap, the calculation gives 6.813 eV. Its total charge is +1. The calculation puts the HOMO energy at -10.54 eV.